Formula: C27H82N10O16
Source: the Open Molecules 2025 dataset
Level of theory: ωB97M-V with the def2-TZVPD basis set

```
135
Properties=species:S:1:pos:R:3:forces:R:3
C -7.76376 5.07544 3.88713 0.4 1.0 0.0
O -6.64555 4.22527 4.03597 -0.1 0.6 -0.7
C -6.23479 3.68706 2.80245 -0.7 -2.7 -0.3
C -4.89922 2.99284 3.02384 0.6 0.5 -0.1
N -4.37565 2.18481 1.92689 0.2 0.9 0.1
C -2.98313 1.81855 2.18611 -0.3 -0.7 0.3
C -2.55274 0.70202 1.27826 0.7 -0.6 -0.4
O -3.14522 -0.52742 1.66077 -0.5 -0.4 0.6
C -2.59305 -1.64347 1.01834 0.0 -0.4 -0.1
H -8.44407 4.81736 3.07030 -0.2 -0.7 0.3
H -7.43885 6.08774 3.60625 0.2 0.0 0.2
H -8.24298 5.14644 4.86068 -0.3 -0.1 -0.2
H -6.23352 4.28081 1.88147 0.3 1.0 0.6
H -6.98636 2.92000 2.53868 0.0 -0.1 0.0
H -4.84911 2.42367 3.95722 -0.5 0.1 0.2
H -4.22063 3.84300 3.15803 0.4 -0.3 0.0
H -4.89962 1.34584 1.71929 -0.3 0.0 0.4
H -2.80596 1.45458 3.20687 -0.3 0.0 0.3
H -2.29174 2.64185 1.99905 -1.0 -0.3 0.7
H -1.45469 0.63543 1.32479 -0.2 -0.2 0.2
H -2.72900 0.87532 0.20871 -0.6 -0.6 1.1
H -3.11783 -2.57306 1.25420 -0.6 0.3 0.4
H -1.57689 -1.85060 1.35986 0.3 0.5 -0.3
H -2.67262 -1.57006 -0.06938 0.4 0.2 -0.2
C 1.82284 6.38267 7.14297 0.9 1.2 -0.3
O 1.54222 5.03964 6.92070 -0.7 -0.5 0.2
C 1.78164 4.21625 8.06907 0.3 0.5 -0.8
C 1.16629 2.83287 7.86949 0.3 1.4 0.8
N 2.05184 1.92077 7.18106 -1.1 0.0 -0.2
C 1.39797 0.62778 6.96501 1.0 -0.6 -0.4
C 0.47273 0.66285 5.75384 0.9 0.0 0.4
O 0.00485 -0.64583 5.48835 -0.1 0.5 0.0
C -1.01017 -0.65625 4.51314 -0.3 -0.1 -0.1
H 2.83507 6.66316 6.81227 0.2 -0.4 0.3
H 1.73864 6.70054 8.18732 -0.2 -0.2 0.1
H 1.21984 7.06986 6.54250 -0.6 -0.5 0.0
H 1.35005 4.71811 8.93890 -0.1 -0.1 0.1
H 2.86875 4.17813 8.20029 0.1 -0.3 0.3
H 0.22886 3.05300 7.35582 0.0 -0.5 -0.2
H 0.91631 2.49547 8.88747 -0.2 -0.3 -0.1
H 2.89003 1.84447 7.74046 0.1 -0.3 -0.1
H 0.89056 0.20398 7.84002 -0.2 0.2 0.1
H 2.19026 -0.07871 6.70391 0.0 -0.1 0.1
H 1.11909 0.96347 4.92411 -0.4 0.5 -0.2
H -0.33507 1.37039 5.96266 -0.2 0.0 -0.4
H -1.90826 -0.12272 4.84544 -0.2 -0.5 0.4
H -1.16222 -1.71330 4.30433 -0.5 0.0 0.0
H -0.81532 -0.15200 3.55765 0.7 0.0 0.1
C -1.11380 -1.78906 -3.05424 0.7 2.5 1.5
O -0.71712 -1.18838 -4.26197 -0.2 -0.7 -0.7
C -0.38491 0.20250 -4.29381 0.1 -0.6 0.5
C 0.09054 0.44995 -5.70600 0.1 -0.3 -0.6
N -0.80033 -0.08710 -6.76841 -0.2 0.9 1.2
C -2.00404 0.73857 -6.85569 -0.7 0.3 -0.7
C -3.11287 0.09664 -7.73465 0.3 -0.2 0.2
O -2.79922 -1.27868 -7.88536 -0.7 0.0 0.5
C -3.79262 -2.00150 -8.57709 0.4 0.6 -1.0
H -0.33129 -1.61502 -2.30265 0.2 -0.5 -0.1
H -1.38809 -2.83766 -3.07177 -0.1 0.0 -0.8
H -1.89321 -1.15681 -2.60192 -0.6 -0.5 -0.2
H 0.44170 0.43912 -3.61499 0.0 -0.2 0.2
H -1.22342 0.84819 -4.00431 -0.3 -0.2 -0.1
H 1.03221 -0.08999 -5.81874 0.1 0.2 0.0
H 0.28646 1.51957 -5.80492 0.0 0.0 -0.3
H -1.10282 -0.95695 -6.33716 0.0 -0.3 -0.6
H -1.75623 1.70017 -7.31230 0.2 0.0 0.0
H -2.46402 1.01000 -5.89726 0.2 -0.3 0.3
H -3.23910 0.60337 -8.69758 0.5 -0.2 -0.3
H -4.10284 0.24788 -7.29015 0.0 -0.3 0.4
H -3.90366 -1.49646 -9.54696 -0.3 -0.3 -0.1
H -4.78014 -2.05283 -8.10854 0.1 0.1 0.4
H -3.41293 -3.00299 -8.76922 0.0 0.0 0.2
C 6.33162 -1.70813 -7.08899 0.6 -0.1 0.5
O 5.40939 -2.67113 -7.53056 -0.2 0.3 -0.4
C 5.46168 -3.91212 -6.83113 -0.1 0.4 -0.7
C 5.12814 -3.76843 -5.35380 -0.6 0.5 -0.1
N 3.94753 -2.93940 -5.10845 -0.1 -0.4 -0.1
C 3.71800 -2.79145 -3.67818 -0.9 -0.1 -0.6
C 2.54918 -1.83435 -3.45184 1.5 0.8 1.5
O 2.98836 -0.47881 -3.34849 -0.2 0.7 -1.0
C 3.56630 -0.09438 -2.11610 0.3 -0.5 -0.7
H 7.32960 -2.16076 -7.05022 0.1 0.1 0.4
H 6.03413 -1.29318 -6.11902 0.3 -0.2 0.2
H 6.44810 -0.83543 -7.73304 -0.6 -0.3 -0.5
H 6.42019 -4.41075 -7.01566 0.4 0.3 0.5
H 4.78037 -4.53778 -7.40774 -0.5 0.0 0.5
H 5.94092 -3.28641 -4.79464 0.5 -0.7 -0.1
H 4.87147 -4.75400 -4.95966 0.5 -0.1 0.2
H 4.03630 -2.02933 -5.54509 0.1 0.0 0.0
H 4.60843 -2.49291 -3.11136 0.0 0.1 0.0
H 3.40240 -3.76313 -3.28116 0.2 -0.1 0.0
H 2.16031 -2.01734 -2.44230 -0.8 -0.6 -0.4
H 1.85846 -1.87164 -4.28909 -0.4 -0.2 0.3
H 4.46256 -0.70335 -1.95412 -0.1 0.0 0.5
H 2.83995 -0.16594 -1.30367 0.1 0.0 0.1
H 3.91338 0.93082 -2.23038 -0.2 0.1 0.0
N 1.03489 -2.00580 0.36773 0.3 0.5 -0.8
C 0.85674 -0.64606 0.32867 -1.1 -1.2 0.9
N 0.91806 -0.10785 1.56820 -0.1 1.1 -1.0
O 0.49773 -0.02849 -0.68345 0.5 -0.1 0.4
H 1.47327 -2.39317 1.19900 -0.3 -0.4 -0.4
H 1.05418 -2.46868 -0.52870 0.3 -0.3 0.2
H 1.01557 -0.63893 2.41312 0.1 -0.2 0.0
H 0.54216 0.83025 1.59694 0.4 0.1 0.7
N -1.65573 1.76987 -1.17652 -0.2 0.8 -1.0
C -2.39168 2.69330 -0.51050 1.2 0.4 -0.3
N -3.69107 2.77281 -0.89669 0.5 0.7 0.1
O -1.87521 3.34695 0.41638 -0.6 0.4 -1.7
H -0.72252 1.52100 -0.88286 0.1 -0.2 -0.1
H -2.07955 1.28694 -1.94717 0.3 -0.2 0.0
H -4.26712 3.47314 -0.46588 -0.1 -0.2 0.1
H -4.03500 2.22934 -1.66067 -0.1 0.0 -0.1
N 0.10232 -4.64547 4.38812 -0.1 0.3 -0.9
C 0.17540 -4.11158 3.13737 1.1 1.0 0.2
N -0.93263 -4.17330 2.37774 -0.3 -0.8 0.7
O 1.19543 -3.52789 2.75460 0.0 -0.4 0.1
H -0.71705 -5.15179 4.65934 0.2 -0.3 0.4
H 0.98181 -4.66907 4.87238 -0.2 -0.2 0.4
H -1.74395 -4.51614 2.85684 -0.5 0.1 -0.7
H -0.93529 -3.78115 1.45815 -0.1 0.2 0.0
O 1.01279 -4.43520 -1.52069 -0.1 0.0 -0.1
H 0.15450 -4.72722 -1.19573 0.1 -0.1 0.0
H 1.00627 -4.65724 -2.45993 0.1 0.1 0.1
O 3.18768 1.76506 2.74187 -0.1 0.1 -0.1
H 2.35466 2.06465 2.35100 0.1 -0.1 0.0
H 3.87023 2.15361 2.18598 0.0 0.0 0.0
O 4.49751 -3.22460 -0.31345 -0.1 0.1 0.0
H 3.60239 -3.46604 -0.58510 0.1 0.0 0.1
H 4.42530 -2.30420 -0.03909 0.0 0.0 -0.1
O 4.05863 -3.56239 3.11747 -0.2 0.0 0.2
H 4.31839 -2.97314 2.40582 0.1 -0.1 -0.1
H 3.08993 -3.60827 3.06168 0.2 0.0 0.0
O 0.18196 2.57576 1.99783 -0.1 0.2 0.1
H 0.18112 3.27260 2.66285 0.0 -0.1 0.0
H -0.57697 2.78722 1.40520 0.4 0.3 -0.1
```
Forces are in eV/Å.

The value obtained for the total energy is -76986.1726 eV. Its SMILES is COCCNCCOC.COCCNCCOC.COCCNCCOC.COCCNCCOC.NC(N)=O.NC(N)=O.NC(N)=O.O.O.O.O.O. Its energy above the lowest of the compared OMol25 structures with the same formula, charge and spin is 173.4 kJ/mol. The maximum force is 0.0579 Eh/bohr. The value obtained for the HOMO-LUMO gap is 8.558 eV. Its LUMO energy is -0.002 eV.